Entry 1:
ORCA calculation (wB97M-V/def2-TZVPD) on a structure of composition C5H9N3 in a non-equilibrium geometry.

Geometry (Å):
C: -2.14827 -0.41476 0.45534
C: -0.05809 -0.28673 -0.29556
C: 0.69323 -0.47444 1.07422
C: 1.45907 -0.61784 -0.86143
C: -0.18518 1.21940 -0.23574
H: -1.59843 -0.25096 1.47731
H: -2.40015 0.65115 -0.01487
H: -3.00876 -1.38269 0.64758
H: -1.09914 -2.02596 -0.73536
H: 0.83020 -1.55142 1.33776
H: 0.26089 0.27861 1.82620
H: 3.20245 0.11602 0.78226
H: 1.75066 0.24938 -1.58901
H: 1.73579 -1.72539 -1.17164
N: -1.17339 -1.05248 -0.71748
N: 1.91071 0.04852 0.45728
N: -0.48563 2.30216 -0.22281

spin multiplicity: 1
E_HOMO: -9.117 eV
frontier orbital gap: 9.77 eV
energy: -9794.5556 eV

***

Entry 2:
ORCA calculation (wB97M-V/def2-TZVPD) on a cluster of 7 separate species, CH16O6 in total in a non-equilibrium geometry.

Geometry (Å):
C: 0.94021 1.80703 1.16495
H: 0.90741 1.69424 2.25190
H: 0.04234 2.38296 0.87736
H: 1.74803 2.52490 0.96743
H: 1.01529 0.83252 0.66998
H: -1.76895 0.51654 -1.27975
H: -1.66957 -0.86846 -1.25551
O: -1.45654 -0.16465 -1.93051
H: 3.15847 -1.33849 -1.03846
H: 1.93126 -0.33999 -0.91103
O: 2.43373 -1.10587 -0.56760
H: 0.76719 -2.04589 2.35388
H: 1.34884 -1.50786 0.98218
O: 0.63842 -2.06018 1.41261
H: -2.58090 -0.05379 0.30971
H: -1.99491 1.62758 0.21529
O: -2.70445 0.96512 0.19550
H: 0.01373 0.37598 -2.10671
H: 1.22430 1.31296 -2.80242
O: 1.03016 0.63415 -1.98104
H: -2.38753 -1.75455 1.24782
H: -0.82123 -1.79463 0.72399
O: -1.81531 -1.63962 0.50041

spin multiplicity: 2
E_HOMO (spin up / spin down): -15.041 / -15.005 eV
frontier orbital gap (spin up / spin down): 10.97 / 3.84 eV
energy: -13570.0115 eV
net charge: +1

***

Entry 3:
ORCA calculation (wB97M-V/def2-TZVPD) on a structure of composition C16H44AgN6O10 in a non-equilibrium geometry.

Geometry (Å):
Ag: -0.41659 1.25790 -0.37670
N: -2.66351 2.19695 -3.01478
O: -3.05411 1.57319 -4.00972
O: -1.89050 1.65839 -2.17953
O: -3.06360 3.36522 -2.81448
N: -1.37812 4.43782 0.70057
O: -1.96458 4.90805 -0.29359
O: -1.23617 5.13529 1.69347
O: -0.95570 3.26664 0.63824
C: -1.40873 -2.13202 -3.39607
C: -1.46413 -1.66389 -1.94897
C: -1.45737 -2.90276 -1.06880
O: -1.30789 -2.59707 0.31865
C: -1.14648 -3.69624 1.19218
N: -0.26660 -0.78483 -1.73580
H: -0.56226 -2.81570 -3.53029
H: -1.24581 -1.27584 -4.04783
H: -2.26283 -2.72214 -3.73795
H: -2.38839 -1.10910 -1.78180
H: -0.62814 -3.55086 -1.37815
H: -2.36668 -3.47872 -1.25941
H: -1.16994 -4.65596 0.67240
H: -1.95864 -3.66581 1.92184
H: -0.20450 -3.60932 1.73981
H: 0.52666 -1.41598 -1.70616
H: -0.24612 -0.28923 -2.62093
C: -4.58109 0.39454 1.71805
C: -3.10169 0.88699 1.63115
C: -2.39910 0.36019 2.89195
O: -1.03031 0.67007 2.95643
C: -0.59931 0.62039 4.29751
N: -2.49442 0.38175 0.38548
H: -5.11378 0.88729 0.90248
H: -5.00105 0.65425 2.68907
H: -4.74484 -0.66912 1.52878
H: -3.11775 1.96992 1.75242
H: -2.51222 -0.73647 2.88625
H: -2.89642 0.78229 3.76981
H: 0.48765 0.62071 4.38040
H: -0.96940 -0.29843 4.76672
H: -0.92704 1.46646 4.91144
H: -2.51643 -0.62468 0.59774
H: -3.19647 0.33233 -0.35491
C: 3.43097 2.41644 -2.84147
C: 2.46002 1.91462 -1.76575
C: 2.68826 2.66779 -0.42579
O: 1.76064 2.14591 0.52801
C: 1.97076 2.56457 1.84246
N: 1.03124 2.16835 -2.07330
H: 3.05316 3.34196 -3.28189
H: 3.42174 1.72106 -3.68163
H: 4.40392 2.55439 -2.37404
H: 2.68160 0.87937 -1.49194
H: 2.44284 3.72472 -0.57935
H: 3.71891 2.55717 -0.08210
H: 2.23970 3.62125 1.93551
H: 2.82575 2.02171 2.28365
H: 1.12253 2.29601 2.46909
H: 0.87235 1.71922 -2.97140
H: 1.09408 3.17783 -2.19007
C: 2.75567 -1.41631 2.30657
C: 2.28757 -1.21576 0.85468
C: 2.37492 -2.50761 0.01803
O: 2.29474 -2.22974 -1.35726
C: 2.77460 -3.25735 -2.16835
N: 0.89697 -0.63943 0.94364
H: 2.42363 -2.39273 2.67113
H: 2.34694 -0.66762 2.97540
H: 3.84388 -1.37941 2.41510
H: 2.92771 -0.47554 0.36775
H: 1.67070 -3.31416 0.27337
H: 3.28970 -3.00988 0.36826
H: 2.74558 -2.86641 -3.19136
H: 2.18971 -4.18423 -2.23136
H: 3.82218 -3.51303 -1.97747
H: 0.18514 -1.36056 0.90599
H: 0.84634 -0.19507 1.83900

spin multiplicity: 2
E_HOMO (spin up / spin down): -7.507 / -7.434 eV
frontier orbital gap (spin up / spin down): 7.54 / 4.64 eV
energy: -50708.6365 eV

***

Entry 4:
ORCA calculation (wB97M-V/def2-TZVPD) on a structure of composition C3H2O in a non-equilibrium geometry.

Geometry (Å):
C: 0.23205 -1.64113 0.64454
C: -0.00660 -0.56449 0.14367
C: -0.18789 1.33384 -0.48421
O: 0.82274 1.89975 -0.70969
H: 0.44819 -2.58826 0.82279
H: -1.30850 1.56029 -0.41711

spin multiplicity: 1
E_HOMO: -10.218 eV
frontier orbital gap: 10.18 eV
energy: -5186.0760 eV

***

Entry 5:
ORCA calculation (wB97M-V/def2-TZVPD) on a structure of composition C5H8N4O in a non-equilibrium geometry.

Geometry (Å):
N: -5.54502 0.51897 1.86044
C: -4.43475 0.31439 2.61125
N: -3.45067 1.17683 2.65502
C: -2.23959 0.41137 2.77049
C: -1.95768 -0.27420 4.08648
C: -2.65226 -1.04479 3.00922
N: -4.08069 -0.95591 2.97772
C: -1.19126 0.77202 1.79348
N: -0.01754 1.16966 1.92920
H: -6.34799 -0.07518 2.00741
H: -5.56417 1.33890 1.26943
H: -0.91046 -0.51765 4.26411
H: -2.55090 0.05164 4.94302
H: -2.18396 -1.90354 2.52971
H: -4.67550 -1.76096 2.84195
O: -1.77995 1.99415 0.80303
H: -2.68604 2.06978 1.17579
H: -0.19316 2.20337 1.19192

spin multiplicity: 1
E_HOMO: -8.866 eV
frontier orbital gap: 9.35 eV
energy: -13318.3322 eV

***

> What is the formula in the fourth record?

C3H2O